## P
Molecular formula: C15H23NO3
Method: DFT, ωB97M-V/def2-TZVPD

CARTESIAN COORDINATES (ANGSTROEM)
C  3.51952  -1.72450  1.19246
C  2.36628  -1.22550  1.77662
C  1.77859  -0.07630  1.28237
C  2.33156  0.58019  0.18970
C  1.65182  1.82153  -0.33488
N  0.24024  1.58678  -0.55987
C  -0.69912  2.52426  0.01297
C  -1.87134  1.79298  0.67765
O  -1.42005  1.22872  1.89480
C  -2.13287  0.09128  2.31447
C  -1.89124  -1.13878  1.43040
O  -2.93768  -1.24673  0.47348
C  -2.64777  -2.10868  -0.59878
C  -1.85478  -1.42187  -1.71696
O  -0.52493  -1.21897  -1.29573
C  0.23286  -0.35315  -2.10729
C  -0.07777  1.13870  -1.89354
C  3.48855  0.07859  -0.38858
C  4.08218  -1.06811  0.11215
H  3.97970  -2.62259  1.57854
H  1.92687  -1.73437  2.62262
H  0.88219  0.32517  1.72953
H  2.15154  2.15952  -1.25840
H  1.76876  2.61247  0.41242
H  -1.09800  3.22789  -0.73699
H  -0.20032  3.10288  0.79191
H  -2.25184  1.01107  0.01675
H  -2.68806  2.50379  0.88265
H  -1.77335  -0.10538  3.32699
H  -3.21241  0.29308  2.34815
H  -0.92391  -1.03839  0.92859
H  -1.88064  -2.04895  2.04851
H  -3.61493  -2.42414  -1.00089
H  -2.09434  -2.98921  -0.25055
H  -2.34829  -0.47183  -1.95907
H  -1.87059  -2.05644  -2.61881
H  0.08457  -0.60103  -3.16972
H  1.27092  -0.55294  -1.83555
H  -1.14087  1.31097  -2.07556
H  0.48709  1.70373  -2.65968
H  3.92870  0.58543  -1.23730
H  4.98315  -1.45116  -0.34559

Summary:
Gap between HOMO and LUMO (Eh): 0.3408

***

## Q
Molecular formula: C15H23NO3
Method: DFT, ωB97M-V/def2-TZVPD

CARTESIAN COORDINATES (ANGSTROEM)
C  -7.86736  -0.47824  0.40532
O  -6.68779  -1.13138  0.00971
C  -5.53767  -0.39481  -0.07498
C  -4.39706  -1.08581  -0.47228
C  -3.17794  -0.44718  -0.58930
C  -3.06939  0.91255  -0.31021
O  -1.93430  1.66257  -0.40870
C  -0.70439  1.03227  -0.69018
C  -0.13866  0.28442  0.52127
C  1.10036  -0.52867  0.15951
C  2.28634  0.35643  -0.21161
O  2.28665  1.56360  -0.11171
N  3.34683  -0.34498  -0.67303
C  4.60528  0.27375  -1.01688
C  5.73059  -0.04626  -0.01996
C  6.06775  -1.53657  -0.01762
C  5.35986  0.42837  1.38206
C  -4.21378  1.60151  0.08534
C  -5.43327  0.96378  0.20281
H  -7.77797  -0.05860  1.41305
H  -8.64307  -1.24271  0.40278
H  -8.14278  0.31721  -0.29534
H  -4.48468  -2.13910  -0.68810
H  -2.32397  -1.02537  -0.90479
H  -0.02727  1.84549  -0.95996
H  -0.80147  0.35828  -1.55222
H  -0.90519  -0.37815  0.92923
H  0.12141  1.01738  1.28583
H  1.39445  -1.14235  1.01532
H  0.88418  -1.19908  -0.67645
H  3.30424  -1.35067  -0.69996
H  4.41975  1.35007  -1.02853
H  4.90014  -0.04794  -2.02165
H  6.61402  0.50682  -0.35640
H  6.29121  -1.88418  -1.02423
H  6.93720  -1.72319  0.60806
H  5.24047  -2.12194  0.37867
H  6.19048  0.27711  2.06730
H  5.10448  1.48465  1.37100
H  4.50052  -0.12297  1.75767
H  -4.12636  2.65534  0.29729
H  -6.29186  1.53854  0.51191

Summary:
Gap between HOMO and LUMO (Eh): 0.3093

***

Which is most stable, and by how much? Q, by 1.696 eV.

***

## P
Molecular formula: C5H6F2O
Method: DFT, ωB97M-V/def2-TZVPD

CARTESIAN COORDINATES (ANGSTROEM)
C  -1.67318  -1.14220  0.07648
C  -0.37480  -1.50408  -0.37811
C  0.83222  0.53703  -0.12663
C  -2.19397  0.09629  0.02160
C  2.22339  1.07730  0.03783
O  0.70252  -0.77605  -0.36756
F  -1.70843  1.24675  -0.36807
F  -3.37044  0.35147  0.55510
H  -2.25407  -1.96603  0.19025
H  -0.08276  -2.56757  -0.61798
H  0.16022  0.97566  0.54421
H  3.16516  0.69060  -0.61203
H  2.42343  0.78566  1.11057
H  2.15070  2.19516  -0.06569

Summary:
Gap between HOMO and LUMO (alpha / beta) (Eh): 0.2834 / 0.2931

***

## Q
Molecular formula: C5H6F2O
Method: DFT, ωB97M-V/def2-TZVPD

CARTESIAN COORDINATES (ANGSTROEM)
F  -1.26380  1.92408  -0.25518
C  -2.01764  0.80391  -0.21670
C  -1.47083  -0.39647  -0.14403
F  -2.29119  -1.48150  -0.21587
C  -0.01406  -0.82276  -0.12694
C  0.94167  -0.13620  0.90009
C  1.76270  0.25985  -0.36856
O  0.83716  -0.36311  -1.26068
H  -3.05668  1.01744  -0.18274
H  -0.01922  -1.91438  -0.16351
H  0.55392  0.69913  1.44827
H  1.43923  -0.80055  1.58020
H  1.79952  1.40188  -0.44471
H  2.79923  -0.19132  -0.54965

Summary:
Gap between HOMO and LUMO (Eh): 0.3940

***

## R
Molecular formula: C5H6F2O
Method: DFT, ωB97M-V/def2-TZVPD

CARTESIAN COORDINATES (ANGSTROEM)
C  0.16520  1.10358  2.24621
C  0.15777  0.18634  1.47177
C  -0.10298  -0.65471  0.30716
C  0.18814  0.01191  -1.04328
O  0.86602  -1.83029  0.39573
C  -1.56992  -1.14654  0.40020
F  -1.70098  -2.03935  1.36664
F  -2.10784  -1.88872  -0.67441
H  0.28614  2.04921  2.66692
H  0.00006  -0.85716  -1.70441
H  -0.40663  0.89897  -1.32681
H  1.26316  0.38601  -1.17785
H  0.31820  -2.56899  0.07401
H  -2.11494  -0.25094  0.43157

Summary:
Gap between HOMO and LUMO (Eh): 0.4206

***

Which is most stable, and by how much? Q, by 0.388 eV.

***

## P
Molecular formula: C3H7NO2S
Method: DFT, ωB97M-V/def2-TZVPD

CARTESIAN COORDINATES (ANGSTROEM)
C  -0.24503  -0.74561  0.12057
C  2.19871  0.52993  -0.03168
C  0.64349  0.42285  -0.18433
N  -0.80297  -0.81031  1.24452
O  -3.19911  -1.10803  -0.48671
O  -2.87851  1.21096  0.06025
S  -2.40946  0.07393  -0.71082
H  -0.40083  -1.47311  -0.85330
H  2.37750  0.17232  1.03313
H  2.58070  1.51747  -0.25942
H  2.65785  -0.16091  -0.81693
H  0.50221  0.65382  -1.14483
H  0.43624  1.26345  0.57951
H  -1.46079  -1.54676  1.45006

Summary:
Gap between HOMO and LUMO (Eh): 0.3477

***

## Q
Molecular formula: C3H7NO2S
Method: DFT, ωB97M-V/def2-TZVPD

CARTESIAN COORDINATES (ANGSTROEM)
C  1.16762  -0.08729  0.72492
C  -1.18538  0.34293  0.87068
C  -0.15659  -0.21587  -0.06308
N  -0.12755  0.50369  -1.35403
O  1.08843  1.09874  1.51333
O  -0.45537  2.80125  0.46143
S  -0.45384  1.82017  1.51203
H  1.34987  -0.94165  1.28247
H  1.93003  -0.09690  -0.00975
H  -2.09845  0.72199  0.36127
H  -1.34233  -0.40611  1.75982
H  -0.18699  -1.29474  -0.09096
H  0.09890  1.47771  -1.18504
H  0.49362  -0.01626  -1.97621

Summary:
Gap between HOMO and LUMO (Eh): 0.3729

***

Which is most stable, and by how much? Q, by 1.168 eV.

***

## P
Molecular formula: C3H7NO2S
Method: DFT, ωB97M-V/def2-TZVPD

CARTESIAN COORDINATES (ANGSTROEM)
N  -1.52908  0.18309  0.80022
C  -0.24893  -0.35348  0.29476
C  0.70085  0.76953  -0.18930
S  1.46592  1.61301  1.25438
C  -0.60866  -1.18563  -0.89535
O  -1.33776  -0.81266  -1.77934
O  -0.02479  -2.38553  -0.93022
H  -2.09813  0.57055  0.05450
H  -1.34661  0.93218  1.46213
H  0.15385  -0.83228  1.18271
H  0.13664  1.45363  -0.81779
H  1.51613  0.37006  -0.79360
H  0.86306  2.77419  1.13805
H  -0.15936  -2.82756  -1.75223

Summary:
Gap between HOMO and LUMO (Eh): 0.3717

***

## Q
Molecular formula: C3H7NO2S
Method: DFT, ωB97M-V/def2-TZVPD

CARTESIAN COORDINATES (ANGSTROEM)
C  -1.83680  0.60948  0.47144
C  -1.40664  -0.48844  -0.47875
O  -0.16506  -0.99008  -0.23784
C  0.83624  -0.22586  -0.47137
O  0.70105  0.92318  -0.90225
N  2.10546  -0.58592  0.11808
S  3.70463  0.10813  -0.12150
H  -2.85488  0.82740  0.45072
H  -1.47387  1.76350  0.16367
H  -1.60828  0.34033  1.54819
H  -1.47096  -0.27315  -1.59167
H  -2.15705  -1.23890  -0.26437
H  2.23860  -1.57435  0.32911
H  3.38755  0.80466  0.98652

Summary:
Gap between HOMO and LUMO (Eh): 0.3776

***

Which is most stable, and by how much? P, by 1.650 eV.

***

## P
Molecular formula: C3H7NO2S
Method: DFT, ωB97M-V/def2-TZVPD

CARTESIAN COORDINATES (ANGSTROEM)
C  -0.77001  3.80303  0.29536
C  0.78389  -0.48258  -1.22978
C  -0.64329  -2.19765  0.20156
N  0.74493  -0.22212  1.45239
O  -1.16937  3.73203  1.35724
O  -0.42966  4.08014  -0.77637
S  -0.06805  -0.36405  0.11467
H  1.69524  -0.01669  -0.74320
H  0.38492  -0.01314  -2.08830
H  1.32165  -1.40675  -1.57730
H  -1.64907  -2.07707  0.56657
H  -0.18809  -2.45333  1.14500
H  -0.35839  -2.91824  -0.67540
H  0.34531  0.53641  1.95756

Summary:
Gap between HOMO and LUMO (Eh): 0.3416

***

## Q
Molecular formula: C3H7NO2S
Method: DFT, ωB97M-V/def2-TZVPD

CARTESIAN COORDINATES (ANGSTROEM)
C  0.99595  -0.27204  1.24264
C  0.26780  -0.37830  -0.15957
C  -0.76787  0.82434  -0.37100
N  1.36708  -0.28248  -1.13108
O  3.07456  1.32359  0.05157
O  3.59742  -1.01908  -0.00168
S  2.60960  -0.00989  0.06926
H  0.81808  0.65646  1.80656
H  1.03420  -1.16362  1.87749
H  -0.21853  -1.29993  -0.36758
H  -1.54262  0.67166  0.30352
H  -0.85230  0.96134  -1.48556
H  -0.40014  1.67902  0.07312
H  1.79736  -1.06452  -1.58589

Summary:
Gap between HOMO and LUMO (Eh): 0.4010

***

## R
Molecular formula: C3H7NO2S
Method: DFT, ωB97M-V/def2-TZVPD

CARTESIAN COORDINATES (ANGSTROEM)
C  -0.20362  -0.14562  -1.02743
C  1.84476  0.74748  0.17494
C  0.31489  0.85335  -0.15277
N  -1.12850  -0.94406  -0.76177
O  -1.48780  -2.42074  1.56937
O  -2.20298  -0.08143  1.81895
S  -2.27179  -1.31019  1.07655
H  0.21109  -0.09907  -1.98137
H  2.21145  -0.20040  0.32443
H  1.91623  1.29157  1.13788
H  2.42373  1.26054  -0.54823
H  0.22909  1.61898  -0.78585
H  -0.37605  0.99548  0.65959
H  -1.48050  -1.56591  -1.50429

Summary:
Gap between HOMO and LUMO (Eh): 0.3664

***

## S
Molecular formula: C3H7NO2S
Method: DFT, ωB97M-V/def2-TZVPD

CARTESIAN COORDINATES (ANGSTROEM)
N  0.40005  -1.32222  1.03706
C  0.24097  -0.42466  -0.04520
C  -1.11058  0.37373  0.01043
S  -2.52940  -0.74238  -0.04747
C  1.44142  0.55233  -0.08579
O  2.31975  0.54561  0.72590
O  1.36143  1.36805  -1.08950
H  0.91714  -0.83533  1.72908
H  -0.48914  -1.70146  1.28505
H  0.20483  -0.96310  -0.99873
H  -1.04900  0.94212  -0.96352
H  -1.19064  1.08210  0.88006
H  -2.56751  -0.87584  -1.35626
H  2.05068  2.00104  -1.08109

Summary:
Gap between HOMO and LUMO (Eh): 0.3562

***

Which is most stable, and by how much? S, by 1.653 eV.

***

## P
Molecular formula: C3H7NO2S
Method: DFT, ωB97M-V/def2-TZVPD

CARTESIAN COORDINATES (ANGSTROEM)
O  1.41098  0.14032  -2.50752
C  1.01134  -0.61890  -1.18106
C  0.14190  0.53800  -0.46020
N  -0.44929  0.00756  0.80878
O  -1.82668  -0.47979  0.48073
C  -0.36995  0.21373  2.16797
S  -1.70125  -0.02298  3.21977
H  0.56755  0.69594  -2.86303
H  0.56779  -1.77361  -1.26625
H  2.05316  -0.75143  -0.58210
H  -0.75292  0.81789  -1.15225
H  0.75845  1.46915  -0.12063
H  -2.17615  -0.87888  1.26024
H  0.76508  0.64299  2.19556

Summary:
Gap between HOMO and LUMO (Eh): 0.3366

***

## Q
Molecular formula: C3H7NO2S
Method: DFT, ωB97M-V/def2-TZVPD

CARTESIAN COORDINATES (ANGSTROEM)
C  -0.52333  -0.17395  1.76579
C  1.35374  -1.88775  -0.58586
C  -1.74074  0.15849  1.38015
N  1.21164  1.46392  -1.73271
O  -0.96477  2.69563  -2.04078
O  0.21583  -2.20301  -0.49553
S  -0.29317  1.53050  -1.55276
H  0.32745  -0.31982  1.11606
H  -0.40925  -0.43900  2.88763
H  1.71872  -0.85132  -0.11502
H  2.07321  -2.58635  -0.88743
H  -2.24547  0.39014  0.44152
H  -2.49001  0.14514  2.25089
H  1.76614  2.07739  -2.43194

Summary:
Gap between HOMO and LUMO (Eh): 0.3457

***

## R
Molecular formula: C3H7NO2S
Method: DFT, ωB97M-V/def2-TZVPD

CARTESIAN COORDINATES (ANGSTROEM)
O  -1.25043  1.71549  -1.55158
C  -1.63131  0.73519  -0.94327
O  -2.82594  0.15009  -1.16536
N  -0.93406  0.10810  0.02233
C  0.42294  0.42929  0.40896
C  1.21574  -0.84187  0.82190
S  2.56848  -1.27008  -0.30779
H  -3.34698  0.83698  -1.60561
H  -1.29003  -0.78762  0.31621
H  0.43067  1.05120  1.30821
H  0.87982  0.97605  -0.39716
H  0.55993  -1.71126  0.89410
H  1.62433  -0.66135  1.81318
H  3.57684  -0.73021  0.38589

Summary:
Gap between HOMO and LUMO (Eh): 0.3659

***

## S
Molecular formula: C3H7NO2S
Method: DFT, ωB97M-V/def2-TZVPD

CARTESIAN COORDINATES (ANGSTROEM)
C  2.41821  0.91114  0.27943
O  1.33612  0.27555  -0.56267
C  0.32428  -0.16696  0.13949
O  0.12039  -1.53219  0.30775
C  -0.74166  -0.94263  -0.55491
N  -2.14237  -0.90330  -0.23900
S  -2.85228  0.53816  0.35235
H  3.02588  1.40612  -0.41388
H  3.01154  0.26338  0.77299
H  1.79409  1.60416  0.90016
H  -0.04589  0.44658  0.92116
H  -0.52801  -1.19660  -1.60230
H  -2.48545  -1.61149  0.45420
H  -3.23487  0.90809  -0.75476

Summary:
Gap between HOMO and LUMO (Eh): 0.3629

***

Which is most stable, and by how much? R, by 3.723 eV.